No. 1
ORCA calculation (ωB97M-V with the def2-TZVPD basis set) on a 5-piece molecular cluster, CH12O4S2 overall in a non-equilibrium geometry.

Structure (XYZ):
```
19
Properties=species:S:1:pos:R:3
C -3.112 1.820 -0.249
S -2.060 1.838 -1.697
S -0.381 2.698 -1.302
H -3.309 2.849 0.074
H -2.825 1.291 0.659
H -4.032 1.467 -0.704
H 0.669 1.971 -0.980
O 0.338 -2.130 -0.964
H -0.543 -2.221 -1.361
H 0.188 -2.111 -0.005
O 0.332 -2.287 1.860
H 0.314 -1.329 2.033
H 1.282 -2.404 2.036
O 2.495 -0.660 1.636
H 3.364 -0.467 1.988
H 2.522 -0.182 0.785
O 1.757 0.122 -0.942
H 1.259 -0.712 -1.016
H 1.742 0.446 -1.852
```

Total charge: 0
Multiplicity: 1
E_LUMO (eV): 0.50
ΔE to the lowest compared entry with this formula, charge and spin (kJ/mol): 69.0
Molar mass (u): 152.2
Orbital gap (eV): 9.4
SMILES string: CSS.O.O.O.O

The net atomic charges from natural (NBO), expressed in e, are: C -0.7658; S 0.1161; S -0.1760; H 0.2202; H 0.2261; H 0.2298; H 0.1406; O -0.9743; H 0.4823; H 0.5064; O -0.9563; H 0.4826; H 0.4966; O -0.9890; H 0.4727; H 0.5076; O -1.0035; H 0.5059; H 0.4780


No. 2
ORCA calculation (ωB97M-V with the def2-TZVPD basis set) on a 5-piece molecular cluster, CH12O4S2 overall in a non-equilibrium geometry.

Structure (XYZ):
```
19
Properties=species:S:1:pos:R:3
C -1.205 2.037 0.807
S -1.167 0.236 0.882
S -2.824 -0.133 -0.306
H -0.339 2.527 1.271
H -2.083 2.455 1.293
H -1.124 2.418 -0.215
H -2.233 0.270 -1.431
O 2.944 -1.008 1.362
H 2.769 -0.816 2.277
H 2.876 -0.196 0.861
O 2.232 1.584 -0.014
H 1.800 1.229 -0.800
H 1.485 1.980 0.456
O 1.091 -0.183 -2.345
H 0.151 -0.365 -2.336
H 1.358 -0.852 -1.700
O 1.551 -2.464 -0.617
H 1.858 -2.272 0.264
H 1.827 -3.359 -0.790
```

Total charge: 0
Multiplicity: 1
E_LUMO (eV): 0.29
ΔE to the lowest compared entry with this formula, charge and spin (kJ/mol): 25.7
Molar mass (u): 152.2
Orbital gap (eV): 9.6
SMILES string: CSS.O.O.O.O

The net atomic charges from natural (NBO), expressed in e, are: C -0.7742; S 0.1050; S -0.1127; H 0.2164; H 0.2325; H 0.2218; H 0.1121; O -0.9778; H 0.4743; H 0.5048; O -0.9609; H 0.4984; H 0.4637; O -0.9657; H 0.4622; H 0.4991; O -0.9784; H 0.5030; H 0.4764


No. 3
ORCA calculation (ωB97M-V with the def2-TZVPD basis set) on a 5-piece molecular cluster, CH12O4S2 overall in a non-equilibrium geometry.

Structure (XYZ):
```
19
Properties=species:S:1:pos:R:3
C 1.542 -0.867 -1.676
S 0.980 -2.553 -1.145
S 0.750 -2.771 0.810
H 0.832 -0.497 -2.402
H 2.610 -0.939 -1.844
H 1.451 -0.316 -0.738
H -0.346 -2.025 0.960
O -0.048 1.682 -0.807
H 0.771 1.612 -1.297
H 0.133 2.296 -0.061
O 0.868 2.183 1.618
H 1.083 1.323 2.000
H 0.298 2.596 2.278
O -1.634 -0.144 1.987
H -1.775 -1.053 2.271
H -2.128 -0.081 1.154
O -2.014 -0.155 -0.774
H -1.241 0.438 -0.804
H -2.131 -0.730 -1.530
```

Total charge: 0
Multiplicity: 1
E_LUMO (eV): 0.44
ΔE to the lowest compared entry with this formula, charge and spin (kJ/mol): 75.3
Molar mass (u): 152.2
Orbital gap (eV): 9.2
SMILES string: CSS.O.O.O.O

The net atomic charges from natural (NBO), expressed in e, are: C -0.7542; S 0.0376; S -0.1161; H 0.2312; H 0.2313; H 0.2333; H 0.1284; O -0.9777; H 0.4763; H 0.5157; O -0.9578; H 0.4926; H 0.4838; O -0.9689; H 0.4602; H 0.5026; O -1.0156; H 0.5131; H 0.4840


No. 4
ORCA calculation (ωB97M-V with the def2-TZVPD basis set) on a 6-piece molecular cluster, CH12O6 overall.

Structure (XYZ):
```
19
Properties=species:S:1:pos:R:3
C 3.325 -1.309 0.394
O 3.016 -0.274 0.917
H 4.371 -1.527 0.119
H 2.568 -2.065 0.120
O -0.608 -2.313 -0.118
H -0.340 -1.760 0.635
H -1.116 -3.011 0.311
O -3.783 1.062 -1.893
H -3.622 0.343 -1.270
H -4.602 1.463 -1.585
O -0.639 2.378 0.250
H -0.304 1.891 -0.521
H -1.298 2.993 -0.090
O 0.673 0.406 -1.311
H 0.248 -0.302 -0.808
H 1.607 0.264 -1.121
O -0.663 -0.182 1.962
H -0.137 0.431 1.426
H -1.524 0.254 1.962
```

Total charge: 0
Multiplicity: 1
E_LUMO (eV): 0.43
ΔE to the lowest compared entry with this formula, charge and spin (kJ/mol): 63.0
Molar mass (u): 120.1
Orbital gap (eV): 11.1
SMILES string: C=O.O.O.O.O.O

The net atomic charges from natural (NBO), expressed in e, are: C 0.2706; O -0.5022; H 0.1133; H 0.1189; O -0.9727; H 0.4889; H 0.4757; O -0.9357; H 0.4701; H 0.4659; O -0.9857; H 0.4999; H 0.4744; O -0.9506; H 0.4823; H 0.4792; O -0.9646; H 0.4920; H 0.4805


No. 5
ORCA calculation (ωB97M-V with the def2-TZVPD basis set) on a 4-piece molecular cluster, CH13N9 overall in a non-equilibrium geometry.

Structure (XYZ):
```
23
Properties=species:S:1:pos:R:3
C -1.440 0.976 -4.030
N -0.484 0.462 -3.364
N 0.744 2.305 -1.805
N 0.179 -0.667 -3.598
N 0.595 1.588 -0.872
N 0.735 5.617 -3.569
N -0.994 -4.910 7.417
N 1.174 -5.436 6.996
N 0.737 3.252 -2.441
N 0.086 -5.720 7.487
H -1.817 1.903 -3.876
H -1.937 0.399 -4.798
H -0.090 -1.353 -4.359
H 1.189 -0.524 -3.711
H 0.332 0.601 -0.764
H -0.102 -6.572 8.186
H 0.989 6.485 -3.081
H 1.245 5.306 -4.366
H -2.001 -5.095 7.770
H -0.867 -4.079 6.986
H 1.167 -4.643 6.334
H -0.290 5.554 -3.582
H 0.852 4.550 -2.959
```

Total charge: +2
Multiplicity: 1
E_LUMO (eV): -7.17
ΔE to the lowest compared entry with this formula, charge and spin (kJ/mol): 205.4
Molar mass (u): 151.2
Orbital gap (eV): 6.3

The net atomic charges from natural (NBO), expressed in e, are: C -0.1267; N -0.2786; N 0.3824; N -0.6411; N -0.4095; N -0.9557; N -0.5686; N -0.1942; N -0.2520; N 0.0533; H 0.1732; H 0.1558; H 0.3516; H 0.3755; H 0.4519; H 0.4744; H 0.4506; H 0.4431; H 0.4643; H 0.3974; H 0.3734; H 0.4369; H 0.4423


No. 6
ORCA calculation (ωB97M-V with the def2-TZVPD basis set) on a 5-piece molecular cluster, CH13NO4 overall in a non-equilibrium geometry.

Structure (XYZ):
```
19
Properties=species:S:1:pos:R:3
C -1.243 -0.256 2.098
N 0.226 -0.374 1.848
H -1.850 -0.181 1.165
H -1.198 0.532 2.868
H -1.673 -1.178 2.467
H 0.572 -1.323 1.680
H 0.339 0.071 0.919
O -0.281 -1.004 -3.001
H -0.715 -0.157 -3.148
H 0.628 -0.928 -3.301
O 1.933 -1.692 -0.976
H 1.848 -2.649 -0.876
H 1.053 -1.307 -1.094
O 1.895 1.040 0.239
H 2.454 0.559 0.882
H 1.977 1.856 0.759
O -2.170 2.004 -1.075
H -1.710 2.818 -1.330
H -2.083 2.168 -0.122
```

Total charge: 0
Multiplicity: 1
E_LUMO (eV): 0.48
ΔE to the lowest compared entry with this formula, charge and spin (kJ/mol): 161.8
Molar mass (u): 103.1
Orbital gap (eV): 9.7
SMILES string: CN.O.O.O.O

The net atomic charges from natural (NBO), expressed in e, are: C -0.4474; N -0.8742; H 0.1864; H 0.2037; H 0.1906; H 0.3503; H 0.3793; O -0.9567; H 0.4806; H 0.4788; O -0.9634; H 0.4706; H 0.4907; O -0.9280; H 0.4766; H 0.4617; O -0.9260; H 0.4614; H 0.4650


No. 7
ORCA calculation (ωB97M-V with the def2-TZVPD basis set) on a 6-piece molecular cluster, CH13NO6 overall.

Structure (XYZ):
```
21
Properties=species:S:1:pos:R:3
N -0.536 -0.327 -0.277
C -1.646 0.194 -0.842
O -1.823 1.394 -0.983
H -0.452 -1.237 0.148
H 0.247 0.296 -0.103
H -2.332 -0.599 -1.222
O -0.458 1.489 2.355
H -1.345 1.691 2.686
H -0.620 1.586 1.407
O 0.066 -3.326 0.360
H 0.153 -3.211 1.316
H 0.878 -3.722 0.046
O 0.134 1.477 -3.285
H 0.008 0.634 -3.736
H -0.371 1.391 -2.468
O 1.793 1.538 -0.827
H 1.460 1.367 -1.724
H 1.973 2.483 -0.860
O 0.966 -1.306 2.428
H 0.575 -0.438 2.268
H 1.329 -1.376 3.313
```

Total charge: 0
Multiplicity: 1
E_LUMO (eV): 0.59
ΔE to the lowest compared entry with this formula, charge and spin (kJ/mol): 59.4
Molar mass (u): 135.1
Orbital gap (eV): 11.0
SMILES string: NC=O.O.O.O.O.O

The net atomic charges from natural (NBO), expressed in e, are: N -0.8446; C 0.5152; O -0.6521; H 0.4343; H 0.4140; H 0.1236; O -0.9540; H 0.4758; H 0.4817; O -0.9641; H 0.4939; H 0.4782; O -0.9551; H 0.4728; H 0.4846; O -0.9694; H 0.4904; H 0.4777; O -0.9883; H 0.5044; H 0.4812


No. 8
ORCA calculation (ωB97M-V with the def2-TZVPD basis set) on a 7-piece molecular cluster, CH14FNO9P overall in a non-equilibrium geometry.

Structure (XYZ):
```
27
Properties=species:S:1:pos:R:3
O -1.941 2.938 -1.011
N -1.085 2.230 -1.438
O 0.180 2.436 -0.955
C 0.308 3.016 0.359
F 1.714 3.138 0.527
P -0.230 1.715 1.582
O -0.062 0.312 0.939
H -1.625 1.938 1.702
H 0.450 1.852 2.819
O -0.857 0.422 -3.791
H -1.296 -0.028 -4.517
H 0.068 0.162 -3.872
O -0.778 -2.668 0.623
H -1.302 -2.594 1.424
H -0.490 -1.751 0.460
O -3.239 -4.816 0.695
H -2.576 -4.178 0.407
H -3.817 -4.310 1.269
O 0.053 -1.838 3.403
H 0.410 -2.271 2.619
H -0.315 -2.555 3.926
O 4.561 3.275 -0.513
H 4.451 2.970 -1.414
H 3.663 3.255 -0.154
O 1.454 -0.909 -2.036
H 1.545 -0.254 -1.331
H 0.754 -1.486 -1.722
```

Total charge: -1
Multiplicity: 1
E_LUMO (eV): 2.64
Molar mass (u): 234.1
Orbital gap (eV): 5.8

The net atomic charges from natural (NBO), expressed in e, are: O -0.3600; N 0.3638; O -0.4034; C -0.1402; F -0.4436; P 1.3393; O -1.2001; H -0.0785; H -0.0674; O -0.9286; H 0.4494; H 0.4795; O -0.9908; H 0.4678; H 0.5207; O -0.9514; H 0.4888; H 0.4606; O -0.9393; H 0.4842; H 0.4538; O -0.9619; H 0.4611; H 0.4964; O -0.9670; H 0.4954; H 0.4714


No. 9
ORCA calculation (ωB97M-V with the def2-TZVPD basis set) on a 6-piece molecular cluster, CH14O5 overall in a non-equilibrium geometry.

Structure (XYZ):
```
20
Properties=species:S:1:pos:R:3
C -0.998 2.442 0.129
H -1.237 1.967 1.079
H -1.568 3.358 -0.116
H -1.158 1.735 -0.698
H 0.056 2.696 0.108
O 1.235 -1.381 1.726
H 0.334 -1.366 1.358
H 1.550 -2.257 1.949
O -2.371 -0.689 -1.772
H -3.001 -0.458 -2.463
H -1.511 -0.430 -2.123
O 3.895 -0.654 1.115
H 2.954 -0.870 0.974
H 3.776 0.221 1.501
O 0.750 -0.051 -1.529
H 1.037 -0.752 -2.124
H 1.511 0.533 -1.453
O -1.333 -1.296 0.815
H -1.929 -1.209 0.047
H -1.991 -1.539 1.477
```

Total charge: 0
Multiplicity: 1
E_LUMO (eV): 0.33
ΔE to the lowest compared entry with this formula, charge and spin (kJ/mol): 50.9
Molar mass (u): 106.1
Orbital gap (eV): 11.0
SMILES string: C.O.O.O.O.O

The net atomic charges from natural (NBO), expressed in e, are: C -0.8525; H 0.2215; H 0.2071; H 0.2180; H 0.2041; O -0.9990; H 0.5152; H 0.4758; O -0.9671; H 0.4822; H 0.4939; O -0.9637; H 0.4907; H 0.4588; O -0.9523; H 0.4720; H 0.4830; O -0.9680; H 0.5094; H 0.4709


No. 10
ORCA calculation (ωB97M-V with the def2-TZVPD basis set) on a 7-piece molecular cluster, CH14O5S2 overall in a non-equilibrium geometry.

Structure (XYZ):
```
22
Properties=species:S:1:pos:R:3
C 1.115 -0.326 -0.998
S 0.400 1.184 -1.457
S -0.466 -1.407 1.982
H 1.005 -1.191 -1.643
H 2.180 -0.135 -0.802
H 0.748 -0.594 0.048
H -0.633 -2.233 3.025
H 1.357 3.786 0.246
H 1.164 2.256 0.115
O 1.295 2.961 0.789
H -0.557 -3.933 -0.378
H -0.147 -2.525 0.127
O 0.145 -3.205 -0.502
H -3.270 0.888 -1.635
H -2.053 1.146 -2.546
O -2.992 0.837 -2.573
H 1.754 0.062 2.445
H 2.499 1.038 1.477
O 2.482 0.096 1.765
H -1.551 0.555 -0.396
H -2.158 0.059 0.837
O -2.318 0.679 0.073
```

Total charge: 0
Multiplicity: 1
E_LUMO (eV): -5.58
ΔE to the lowest compared entry with this formula, charge and spin (kJ/mol): 596.4
Molar mass (u): 170.3
Orbital gap (eV): 3.9

The net atomic charges from natural (NBO), expressed in e, are: C -0.8533; S 0.2628; S -0.3679; H 0.2783; H 0.2833; H 0.3194; H 0.1445; H 0.4748; H 0.4452; O -0.9653; H 0.4775; H 0.4656; O -0.9623; H 0.4909; H 0.4548; O -0.9531; H 0.4865; H 0.4821; O -0.9671; H 0.4413; H 0.4864; O -0.9244


no.,HOMO energy (eV)
1,-8.94
2,-9.26
3,-8.74
4,-10.64
5,-13.43
6,-9.21
7,-10.42
8,-3.16
9,-10.65
10,-9.52